{"formula": "C7H26NO6", "method": "ωB97M-V/def2-TZVPD", "e_tot_ev": -21447.974, "fmax_ev_per_a": 4.746, "total_charge": 1, "e_above_lowest_kj_mol": 128.6, "orbital_gap_ev": 8.40, "symbols": ["C", "C", "C", "C", "C", "C", "C", "N", "H", "H", "H", "H", "H", "H", "H", "H", "H", "H", "H", "H", "H", "H", "H", "H", "O", "H", "H", "O", "H", "H", "O", "H", "H", "O", "H", "H", "O", "H", "H", "O"], "xyz": [[-0.768, -0.888, -0.376], [0.620, -0.687, 0.309], [1.183, -2.046, 0.862], [1.494, -3.069, 0.024], [1.388, -2.967, -1.416], [0.892, -1.052, 3.189], [1.181, -2.052, 2.366], [-0.954, 0.441, -1.203], [-1.639, -0.956, 0.431], [-0.871, -1.808, -0.950], [0.369, 0.189, 1.032], [1.523, -0.463, -0.362], [1.694, -4.099, 0.395], [1.443, -2.014, -1.827], [2.151, -3.551, -2.005], [0.480, -3.399, -1.866], [0.551, -0.156, 2.578], [0.920, -0.966, 4.264], [1.516, -3.056, 2.751], [-0.726, 0.217, -2.160], [-1.994, 0.759, -1.191], [-0.287, 1.136, -0.810], [1.273, 1.334, -3.513], [2.513, 0.457, -3.972], [1.558, 0.445, -3.961], [-2.702, -1.108, 2.747], [-3.598, 0.014, 3.129], [-2.803, -0.150, 2.701], [-3.561, 2.546, -1.498], [-4.339, 1.390, -1.638], [-3.503, 1.516, -1.246], [0.690, 3.537, -2.064], [1.078, 2.607, -1.027], [0.700, 2.525, -1.944], [2.451, 2.040, 1.001], [0.993, 2.633, 1.299], [1.665, 2.489, 0.599], [-1.482, 1.592, 1.983], [-1.461, 2.833, 1.085], [-0.899, 2.147, 1.457]], "atomic_forces_ev_per_a": [[-0.59, 1.12, 1.65], [0.60, -0.61, -0.41], [-1.49, 1.20, 1.14], [-0.62, 0.07, 2.19], [0.45, -2.28, -2.49], [-0.80, 1.70, -2.15], [1.20, -2.95, -0.01], [-1.74, -1.74, 1.23], [1.98, 0.51, -1.61], [0.14, 0.53, -0.56], [1.31, -1.80, -1.28], [-1.89, 0.69, 0.22], [0.15, 1.03, 0.18], [0.15, 2.00, -0.47], [-0.30, 0.43, 0.98], [-0.17, -0.03, 0.55], [0.47, -0.78, 1.83], [0.07, -0.46, -0.06], [-0.29, 1.10, -0.06], [0.48, 0.32, -0.47], [1.87, -0.14, 0.01], [-0.87, -0.31, -0.61], [1.07, -2.30, -1.10], [0.36, 0.12, 0.01], [-1.48, 2.19, 1.31], [0.18, 0.06, 0.04], [-2.35, 0.63, 1.27], [2.30, -0.54, -1.36], [1.20, -2.92, 1.19], [-1.94, -1.68, -0.64], [0.54, 4.68, -0.53], [-0.26, -2.15, -0.61], [0.27, -0.94, -0.30], [0.24, 3.28, 0.76], [-1.12, 0.70, -0.46], [0.51, -0.33, -0.34], [0.73, -0.31, 0.82], [-0.27, -0.28, 0.31], [-0.11, 0.09, 0.11], [0.03, 0.11, -0.29]], "nbo_charge": [-0.22, -0.51, -0.04, -0.15, -0.68, -0.39, -0.20, -0.74, 0.23, 0.23, 0.24, 0.25, 0.23, 0.22, 0.24, 0.23, 0.17, 0.23, 0.21, 0.44, 0.47, 0.47, 0.49, 0.48, -0.98, 0.49, 0.48, -0.96, 0.49, 0.49, -0.94, 0.49, 0.51, -1.01, 0.51, 0.52, -0.99, 0.51, 0.49, -0.98]}